No. 1
ORCA calculation (ωB97M-V with the def2-TZVPD basis set) on C38H30N4O5SiTi as an isolated structure in a non-equilibrium geometry.

Geometry (Å):
Ti: 0.43979 0.55039 1.27692
Si: -0.61340 -1.30681 -0.57229
O: 2.10843 0.49615 2.44764
O: -1.88487 5.53721 1.00208
O: -0.50846 -0.66250 2.36609
O: -0.27004 1.83973 -0.15511
O: 2.12768 0.22228 -0.04413
N: -0.84047 3.22266 1.54217
N: 3.26990 0.37833 0.61606
N: 3.32516 0.64981 1.88666
N: -0.52114 2.10472 2.26572
C: -4.80674 -1.01664 -0.16117
C: 0.78318 -4.87331 1.05691
C: 1.04893 -2.85282 -4.11483
C: -1.70688 4.49118 -2.94361
C: -3.44515 -1.27376 0.06700
C: -2.44179 -0.94882 -0.86910
C: 5.73051 0.26103 -2.08046
C: 0.37294 -2.71460 -2.91645
C: 6.88605 0.73737 -1.40316
C: -1.61175 -3.94274 -0.03039
C: 4.44451 0.46170 -0.07527
C: 5.58349 0.93489 0.65745
C: -1.57125 -0.28103 6.38526
C: -2.88602 -0.59620 -2.16293
C: -0.69840 2.99074 0.24228
C: -1.06094 0.78442 4.21730
C: -1.42643 0.84648 5.63318
C: -1.68917 5.27970 -0.27432
C: -1.02860 4.05983 -0.72197
C: -0.86230 -0.54118 3.66479
C: -2.12177 6.15167 -1.22843
C: 4.53107 0.11375 -1.40440
C: -0.98476 -1.65436 4.49541
C: 1.62261 -0.51246 -3.95725
C: -0.88736 2.00847 3.54889
C: -0.31373 -5.72729 0.92946
C: -0.56391 -3.06661 0.14338
C: 6.78461 1.13900 -0.05290
C: -5.22797 -0.67907 -1.42878
C: -2.18103 5.78070 -2.59754
C: 0.95542 -0.43483 -2.72238
C: -1.08204 3.66845 -2.05214
C: 0.31779 -1.52452 -2.17739
C: 0.65089 -3.53106 0.68358
C: 1.63611 -1.70879 -4.68090
C: -1.53310 -5.29668 0.41991
C: -4.21726 -0.32582 -2.38609
C: -1.31188 -1.51804 5.82418
H: -1.57865 4.71108 1.46432
H: 1.51315 -2.85861 0.77574
H: -2.39144 -5.89305 0.22249
H: -1.84788 -0.18166 7.45753
H: 5.58330 1.30157 1.67488
H: -2.53181 7.16029 -0.93100
H: 2.26112 0.32960 -4.22963
H: 3.62244 -0.17795 -1.93398
H: -0.22479 -3.53605 -2.53938
H: -3.08735 -1.46965 1.09087
H: -0.14677 -6.79253 1.17483
H: -2.62594 6.43377 -3.36711
H: -1.57325 1.86493 6.06243
H: 7.63491 1.66168 0.39809
H: -1.79263 4.12759 -3.99474
H: 0.99618 0.48989 -2.20256
H: -0.58500 2.74167 -2.39961
H: -5.54388 -1.17629 0.70168
H: -1.12880 -2.37314 6.50320
H: -4.52203 0.11377 -3.35776
H: 2.14344 -1.79966 -5.62081
H: 1.69738 -5.09860 1.58726
H: -6.26184 -0.60928 -1.67960
H: -2.15448 -0.34701 -2.94425
H: 5.87604 -0.03191 -3.09748
H: -2.50099 -3.61167 -0.58273
H: -1.27018 2.91468 4.04869
H: -0.88978 -2.63834 4.05139
H: 1.15222 -3.84296 -4.57417
H: 7.85690 0.86712 -1.91759

## Properties
Net charge: -2
Spin multiplicity: 3
E_HOMO (alpha / beta), eV: 0.083 / -2.062
Molecular weight, g mol⁻¹: 698.6
ΔE to the lowest compared entry with this formula, charge and spin, kcal per mole: 17.15
Gap between HOMO and LUMO (alpha / beta), Ha: 0.1627 / 0.2414



No. 2
ORCA calculation (ωB97M-V with the def2-TZVPD basis set) on C38H31AuN5O6PSTe as an isolated structure.

Geometry (Å):
Au: 1.32066 -0.18937 -0.09555
Te: 1.40207 -2.20625 -1.82969
S: 2.90082 -1.07350 1.62056
P: 1.17309 2.86962 0.58790
O: -4.51036 -4.28051 0.03340
O: 0.03246 0.41437 -1.92515
O: -2.96951 -1.41384 3.55006
O: -2.16151 0.51902 3.06552
O: -1.94797 0.89133 -2.83978
O: -3.92453 -3.88952 -2.00022
N: 0.70438 1.44905 1.05191
N: 2.30484 -1.94497 4.01806
N: 0.94431 -0.24023 3.23426
N: -2.57979 -0.57728 2.75538
N: -3.96837 -3.60885 -0.82122
C: 0.21865 -3.59617 -0.81617
C: 1.56533 3.64451 3.21024
C: -1.94210 -0.11152 0.42518
C: 5.49081 2.86908 -1.00692
C: 0.20052 3.60360 -0.75111
C: 0.47523 6.17727 2.91829
C: -1.26541 -5.49034 -0.90351
C: 1.90283 -2.09025 7.69190
C: -0.08659 5.09369 -2.62059
C: 3.16014 2.34245 -1.25164
C: 2.48180 -1.94219 6.44100
C: -0.71432 -4.48757 1.21436
C: -1.25291 0.36434 -1.98777
C: 3.91889 3.55709 0.67917
C: -3.27429 -2.07818 0.95939
C: 1.95174 -1.05228 3.06470
C: 1.69870 -2.07052 5.30099
C: -1.11290 3.17313 -0.90209
C: 1.07650 4.04574 1.96664
C: -1.96550 -0.45399 -0.92243
C: 4.45654 2.29046 -1.73403
C: 0.34162 -2.34877 5.41038
C: -0.23555 -2.46893 6.66571
C: 2.88169 2.96914 -0.03459
C: -2.60886 -0.92568 1.32595
C: 0.53096 5.31809 1.82844
C: -1.39389 -5.44990 0.47913
C: -0.45763 -4.56969 -1.55323
C: 1.51359 4.50412 4.29544
C: -1.90833 3.68852 -1.91358
C: 0.96625 5.77267 4.14979
C: -2.66834 -1.57959 -1.33390
C: -3.28385 -2.37677 -0.38663
C: -1.39513 4.65118 -2.76963
C: 0.71323 4.56721 -1.61822
C: 0.54300 -2.34366 7.80704
C: 0.08693 -3.55533 0.57209
C: 5.22060 3.50455 0.19408
H: -1.49732 2.40707 -0.23961
H: -2.03322 -6.16412 0.98133
H: 1.73873 4.90171 -1.51579
H: 0.13906 5.63746 0.87139
H: -2.01090 5.04829 -3.56650
H: 6.50506 2.82914 -1.38292
H: 2.35023 1.90821 -1.83145
H: 1.89670 4.18480 5.25635
H: 0.91998 6.44313 4.99838
H: 4.66156 1.80574 -2.68000
H: -0.81802 -4.45404 2.29218
H: 1.98826 2.65371 3.32242
H: -0.26235 -2.48187 4.52182
H: 3.53741 -1.72157 6.34230
H: -1.29481 -2.67464 6.74304
H: -1.80451 -6.23156 -1.47899
H: 0.09210 -2.44700 8.78491
H: 6.02250 3.96390 0.75769
H: -0.36397 -4.60268 -2.63154
H: -2.72481 -1.83974 -2.38147
H: -1.40049 0.76337 0.77126
H: 0.39687 -0.28277 4.08074
H: 0.72215 0.48187 2.45547
H: 3.14513 -2.46749 3.82926
H: 3.71711 4.05987 1.61643
H: 0.31540 5.83859 -3.29537
H: 0.04206 7.16247 2.80363
H: -2.91355 3.31301 -2.04831
H: 2.51488 -1.99505 8.57903
H: -3.75937 -2.71206 1.68382
H: 0.61131 -2.79899 1.14339

## Properties
Spin multiplicity: 3
E_HOMO (alpha / beta), eV: -7.135 / -8.137
Molecular weight, g mol⁻¹: 1041.3
ΔE to the lowest compared entry with this formula, charge and spin, kcal per mole: 0.00
Gap between HOMO and LUMO (alpha / beta), Ha: 0.2368 / 0.2148



No. 3
ORCA calculation (ωB97M-V with the def2-TZVPD basis set) on C38H31BrF3IIrN5O2S3 as an isolated structure in a non-equilibrium geometry.

Geometry (Å):
Ir: -0.03220 -0.00086 0.24266
I: -3.48313 -0.16352 -0.60233
Br: -5.04265 2.27376 1.25912
S: -0.80900 1.21445 2.08132
S: 4.38740 -2.65023 5.01490
S: -1.66130 -1.23877 -5.21498
F: -3.55368 -0.34530 5.42953
F: -1.55933 0.47013 5.23692
F: -3.19588 1.34187 4.12380
O: 4.26148 5.47564 0.34751
O: -0.78998 1.69303 -1.46406
N: 0.41391 -1.28765 -1.34016
N: 3.17076 3.00565 -0.28687
N: -1.33691 -1.13132 1.34296
N: 1.57248 1.14667 -0.31784
N: 1.31598 -1.16524 1.13560
C: -2.40358 -0.74862 3.42544
C: 2.86974 -4.05642 -1.41997
C: -0.08136 -1.30619 -2.56426
C: 0.33160 -2.23587 -3.54197
C: 3.10170 4.12144 -1.26410
C: -2.87876 -2.04894 3.39912
C: 2.70801 -1.90648 2.93673
C: 4.27133 3.09932 0.70885
C: 3.33338 -3.98754 -0.15136
C: -1.77502 -2.39956 1.32006
C: 1.72555 -1.05347 2.38771
C: -2.55787 -2.89100 2.33858
C: 2.32336 2.03628 -0.27832
C: 3.24943 -2.87806 2.10496
C: -2.68700 0.18359 4.57667
C: 0.13256 -2.87375 -5.99185
C: 3.12969 5.43015 -0.49368
C: 1.85581 -3.14463 -1.89037
C: -5.70662 1.89031 -0.40690
C: -0.68176 -2.61177 -7.12376
C: 2.55700 -0.88176 5.26300
C: -0.27011 -2.20150 -4.87299
C: -1.60847 -0.31065 2.37423
C: -1.68976 -1.74558 -6.84669
C: 4.18896 -1.90184 6.52861
C: 4.21976 4.47604 1.34515
C: -6.70651 1.33205 -2.95720
C: 1.84778 -2.12322 0.32472
C: 1.30863 -3.15645 -3.18047
C: -5.58154 0.66575 -2.54899
C: -7.33896 2.28251 -2.10210
C: 1.37065 -2.18834 -1.00326
C: -1.81666 2.55716 -1.99602
C: 3.17954 -0.97903 6.52498
C: -6.84491 2.55783 -0.85226
C: -5.05930 0.91028 -1.26830
C: 3.10403 -1.73292 4.32734
C: 2.82590 -3.00499 0.77473
H: 3.31197 4.57943 1.95296
H: 4.09431 -4.67514 0.19377
H: 0.01773 2.20566 -1.37666
H: -8.22604 2.79819 -2.44726
H: -2.28748 3.13787 -1.20275
H: -3.49605 -2.41075 4.21144
H: -1.48012 -2.99884 0.46662
H: -0.81404 -0.54345 -2.79299
H: -2.55356 1.93559 -2.49956
H: -7.33139 3.28204 -0.21354
H: 3.20834 6.26393 -1.18798
H: 5.08819 4.62019 1.98400
H: 1.64726 -3.90152 -3.88934
H: 2.20989 5.54385 0.09482
H: -5.10456 -0.06341 -3.19025
H: -2.45067 -1.37798 -7.51694
H: 1.72667 -0.21316 5.07587
H: 1.27333 -0.26536 2.97166
H: 5.21185 2.96297 0.17405
H: -2.91138 -3.91144 2.31161
H: 3.97263 4.04653 -1.91606
H: 0.99235 -3.52923 -6.02565
H: 2.19683 4.02091 -1.86225
H: 4.00827 -3.55565 2.47952
H: -7.13143 1.13394 -3.93262
H: 4.15298 2.30546 1.44474
H: 4.83143 -2.18192 7.34978
H: -1.38714 3.22765 -2.73838
H: 2.89440 -0.40002 7.39021
H: -0.52214 -3.04608 -8.09946
H: 3.25338 -4.80270 -2.10351

## Properties
Net charge: +3
Spin multiplicity: 2
E_HOMO (alpha / beta), eV: -14.512 / -14.511
Molecular weight, g mol⁻¹: 1141.9
ΔE to the lowest compared entry with this formula, charge and spin, kcal per mole: 0.00
Gap between HOMO and LUMO (alpha / beta), Ha: 0.2425 / 0.1041